No. 1
Computed, not measured: a molecular structure, C3H6N2O2 in a non-equilibrium geometry, with the ωB97M-V functional and the def2-TZVPD basis.

Results
2S+1: 1
Energy above the lowest of the compared OMol25 structures with the same formula, charge and spin: 107.3 kcal per mole
Gap between HOMO and LUMO: 8.52 eV

Cartesian coordinates (Å):
O 1.01841 -1.44139 -0.44348
O 1.48395 -0.16603 1.32637
N 0.69068 0.94654 -0.95388
N -0.43935 1.48889 -1.04437
C 0.55087 -0.35265 0.35664
C -0.92550 -0.24897 0.51066
C -1.34150 1.10233 -0.24484
H -1.27168 -1.06315 0.01150
H 1.44274 1.39117 -1.43652
H 0.50350 -1.87333 -1.10195
H -1.22365 -0.08984 1.53842
H -2.34722 1.31848 -0.10593
H 1.85874 -1.01205 1.58740

***

No. 2
Computed, not measured: a gas-phase ion, C6H6NO2 (charge +1) in a non-equilibrium geometry, with the ωB97M-V functional and the def2-TZVPD basis.

Results
2S+1: 1
Energy above the lowest of the compared OMol25 structures with the same formula, charge and spin: 0.0 kcal per mole
Net charge: +1
Gap between HOMO and LUMO: 10.50 eV

Cartesian coordinates (Å):
O 2.50278 -0.15492 1.24710
O 1.71544 -0.61344 -0.90828
N 0.45888 -0.23061 -0.52734
C -1.44888 -0.70785 0.80437
C -0.17485 0.81691 -1.08276
C -1.43506 1.16653 -0.68188
C -0.23107 -0.99163 0.35682
C 2.76090 -0.50039 0.13861
C -2.08564 0.40230 0.31569
H 0.47696 -1.72465 0.81293
H -2.94420 0.74195 0.78159
H -1.78890 2.07881 -1.03237
H 3.82116 -0.67865 -0.18677
H 0.36478 1.50416 -1.68968
H -1.99228 -1.10851 1.65199

***

No. 3
Computed, not measured: 3 unconnected molecules or ions with the total composition C21H25Cl2NO12P in a non-equilibrium geometry, with the ωB97M-V functional and the def2-TZVPD basis.

Results
2S+1: 1
Net charge: -1
Gap between HOMO and LUMO: 4.32 eV

Cartesian coordinates (Å):
Cl -9.21724 2.09531 5.54161
Cl -3.90839 1.25060 3.59150
P -4.94200 -0.00020 2.20117
O 7.08674 -0.81915 -3.22237
O -3.41969 2.80125 0.66117
O 5.86910 -3.85087 -6.64126
O -5.92623 1.27810 1.45913
O 9.48821 -2.14634 -3.14702
O 4.74353 -1.52209 -1.35545
O 8.23630 -5.23316 -6.50339
O -9.83229 0.27446 3.55229
O 6.53121 0.52125 -0.95149
O 3.97556 2.48266 2.51008
O 2.23307 0.39003 2.16651
O -5.94181 -1.28448 1.48879
N -1.31797 1.59503 0.92705
C -0.82874 0.78775 2.10882
C -7.36767 0.90910 1.64449
C 8.91838 -3.72347 -4.81460
C -7.76801 1.84008 2.93326
C -7.30013 -0.72349 1.79194
C 5.53665 0.51622 -0.23466
C 6.41667 -2.30945 -4.93333
C 8.65852 -2.56386 -3.94721
C 4.52294 -0.56460 -0.38247
C 3.43987 -0.61036 0.39572
C 7.33389 -1.89256 -4.05832
C 3.21097 0.41364 1.42671
C -3.77001 0.23199 0.71169
C -0.73396 2.99025 0.91759
C 5.29506 1.55355 0.78032
C 6.68620 -3.45396 -5.81726
C 4.21018 1.50953 1.55605
C -8.98086 1.25370 3.86700
C -7.99688 1.41622 0.20328
C 7.99972 -4.14234 -5.68709
C -2.82363 1.58238 0.78408
H -0.65836 1.55965 3.00231
H 5.59193 -1.27069 -1.78124
H -8.11780 2.91052 2.54168
H 0.16799 0.20257 1.83232
H 7.90228 -0.71322 -2.68577
H -1.61328 -0.03802 2.46052
H -6.80564 1.97445 3.58979
H -8.74878 0.63791 -0.25880
H 2.69618 -1.39150 0.30058
H 6.03066 2.34313 0.86512
H -0.77014 3.45073 -0.18333
H -7.88595 -1.07260 0.81314
H 3.13012 2.22795 2.94004
H -7.92854 -1.25268 2.62707
H -4.40507 0.30596 -0.29590
H -3.12615 -0.76475 0.58137
H -7.08942 1.61728 -0.53055
H 0.42798 2.97578 1.19131
H 7.42302 -5.33543 -7.04432
H -4.19242 -1.12124 2.75814
H -8.59701 2.41593 0.43737
H 9.87822 -4.21310 -4.71108
H -1.21946 3.72349 1.71856
H 5.45064 -1.82938 -5.02619
H -5.85827 -0.19550 3.33347

***

No. 4
Computed, not measured: a molecular structure, C38H52N3OP2Pt in a non-equilibrium geometry, with the ωB97M-V functional and the def2-TZVPD basis.

Results
2S+1: 3
Energy above the lowest of the compared OMol25 structures with the same formula, charge and spin: 6.1 kcal per mole
Net charge: +1
Gap between HOMO and LUMO (alpha / beta): 4.07 / 6.59 eV

Cartesian coordinates (Å):
Pt -0.22316 -0.22463 -0.15495
P 0.84101 0.12294 -2.25938
P -1.73339 -0.51309 1.62945
O 1.85066 1.27696 1.43004
N 0.34597 3.13888 -0.45705
N -1.75224 -0.87294 -1.38233
N 0.08488 -2.36079 -0.17748
C 2.88406 -1.71415 -1.68208
C 3.49547 0.70411 -1.72634
C -1.03248 2.03400 -3.05456
C -0.05084 -1.29233 -3.06893
C 1.78082 -6.59439 0.27995
C 2.74246 6.12159 2.52055
C 3.04294 -0.53538 -3.87420
C -0.90565 -5.93348 -0.29851
C 0.32505 1.48141 -3.51346
C -3.12252 -0.78473 0.56389
C -1.50358 -1.27787 -2.63893
C -0.50181 -7.26898 -0.30496
C -3.84257 -1.59572 -3.01623
C 0.15845 0.99990 -4.97032
C 1.45225 5.17196 0.72070
C 1.35492 -5.26650 0.27472
C 2.22651 7.45586 0.56130
C -3.02197 -0.87371 -0.83630
C -1.05040 0.89434 3.99419
C 1.06650 0.66253 0.82294
C 1.36183 2.61034 -3.49856
C 2.02493 5.05763 1.99153
C 1.55454 6.36918 -0.00489
C -1.92121 -2.13330 2.72411
C -2.57140 -3.25027 1.88649
C 0.83290 -7.59796 -0.02983
C -2.52261 -1.71443 -3.47206
C -0.52086 -2.53706 3.21461
C 0.03525 -4.91519 -0.03583
C 2.64239 -0.37624 -2.40327
C -1.60036 2.28487 2.02957
C 0.84237 4.04252 0.10990
C -0.30026 -3.49536 -0.09110
C -2.83511 -1.98816 3.95757
C -3.44461 1.13650 3.19094
C -1.98157 0.99675 2.76909
C -4.08869 -1.16703 -1.72541
C 2.79669 7.34131 1.83423
H 0.00595 0.85611 3.69762
H -1.92449 -5.64005 -0.53910
H -3.64354 -3.07919 1.71770
H -4.64338 -1.81502 -3.70506
H -1.80677 3.14477 2.68568
H 1.01722 0.42142 -5.33841
H -5.10063 -1.07328 -1.33807
H 2.43618 -1.28906 -4.39230
H -3.54034 2.06898 3.77151
H -0.09227 -1.76215 3.86648
H 4.07569 -0.90711 -3.89557
H 1.15966 -8.63794 -0.07571
H -1.21830 -8.07063 -0.56473
H -2.44410 -4.22459 2.38380
H 0.98305 3.41685 -4.14585
H -1.24750 0.02993 4.63478
H 4.55169 0.41892 -1.81334
H 1.11780 6.43229 -1.00388
H 3.95940 -1.93962 -1.72239
H -2.15831 2.42199 1.09674
H 2.05597 -4.44994 0.46382
H 0.07120 1.90086 -5.60147
H 3.27930 8.20982 2.29191
H 0.06413 -1.28536 -4.16170
H 0.41736 -2.21947 -2.70890
H 2.32769 2.29512 -3.91633
H -4.10136 1.22128 2.31584
H -0.59451 -3.45637 3.82283
H -0.76314 0.41862 -5.12107
H -1.82035 1.27072 -3.08570
H -1.19491 1.79485 4.61140
H -3.87544 -1.74987 3.68944
H 3.37743 1.68332 -2.19832
H -2.46198 -1.27263 4.70171
H -3.79805 0.31769 3.82557
H -2.12179 -3.35802 0.89495
H 2.31683 8.38125 -0.01185
H 3.04249 0.41124 -4.42584
H 3.25990 0.80878 -0.66284
H 0.17449 -2.74276 2.39276
H -1.33382 2.83706 -3.74547
H 1.49614 3.01964 -2.49097
H 1.93135 4.11268 2.53149
H -2.86879 -2.96299 4.48087
H -0.96957 2.45042 -2.04053
H 3.25375 6.00553 3.47687
H -0.53948 2.31452 1.78428
H -4.11153 -1.02768 0.99298
H -2.25325 -2.11072 -4.45069
H 2.83145 -6.82693 0.47875
H 2.59091 -1.68441 -0.62799
H 2.35697 -2.54909 -2.15589

***

No. 5
Computed, not measured: 5 unconnected molecules or ions with the total composition C24H63N5O7 in a non-equilibrium geometry, with the ωB97M-V functional and the def2-TZVPD basis.

Results
2S+1: 1
Energy above the lowest of the compared OMol25 structures with the same formula, charge and spin: 96.7 kcal per mole
Gap between HOMO and LUMO: 9.12 eV

Cartesian coordinates (Å):
O -23.79528 12.36726 14.81038
O -36.54078 7.51220 16.96500
O -16.38735 18.55162 4.11288
O -18.22070 12.83258 3.11679
O -34.28265 12.36991 13.64164
O -18.35033 9.00919 22.59975
O -13.26988 11.32243 10.87946
N -11.66512 13.77487 10.34374
N -24.84976 12.35412 12.01433
N -19.28640 12.66487 23.00781
N -16.12500 15.46909 4.89678
N -35.93670 10.03427 14.11886
C -19.30747 12.03814 3.33938
C -35.09355 10.13936 12.97736
C -19.08776 8.31077 23.57039
C -17.09744 16.52012 5.21622
C -13.71426 12.57590 11.33329
C -37.62680 6.62073 17.17492
C -36.77538 8.69308 16.08967
C -19.52305 11.29139 23.06374
C -12.93738 14.90758 11.99310
C -20.42755 11.07062 21.85647
C -13.47316 10.70958 9.58898
C -17.98901 13.84777 4.07519
C -35.60699 9.09968 15.26259
C -22.74294 13.15835 11.08147
C -33.46357 13.47389 13.25022
C -23.17574 12.98480 13.65692
C -16.58181 18.02938 5.46110
C -18.22902 10.45221 22.82807
C -16.53056 14.46258 3.84271
C -33.82506 11.10487 13.25668
C -16.05858 19.99469 4.07517
C -12.51389 13.54683 11.48664
C -23.83340 10.93985 14.88727
C -23.36715 12.34648 12.27499
H -15.39565 16.03592 4.48832
H -22.83371 10.50737 14.84651
H -17.25805 18.68122 6.01418
H -33.26664 11.14725 12.32155
H -17.97778 16.61758 4.58092
H -19.80575 13.16311 23.71643
H -13.03211 9.71315 9.56241
H -19.41938 11.36707 2.48777
H -37.19702 9.50738 16.67893
H -14.51151 10.65133 9.26259
H -35.66118 10.82143 12.34436
H -15.77167 20.18959 3.04183
H -20.15255 8.24045 23.34816
H -25.13761 13.28388 11.74453
H -21.38565 11.53365 22.09259
H -15.24226 20.20274 4.76685
H -12.02778 15.49478 12.11940
H -23.38555 14.05280 13.71562
H -20.54688 10.00383 21.66724
H -20.00302 11.47043 20.93558
H -17.99805 13.38023 5.05978
H -22.90099 14.23175 11.18592
H -38.24114 6.49438 16.28345
H -38.18913 6.97136 18.04033
H -13.97362 12.32884 12.36275
H -35.17821 8.16309 14.90617
H -22.98922 11.32550 12.32834
H -21.66157 13.03278 11.02696
H -33.21036 13.56965 12.19438
H -17.62714 16.23185 6.12419
H -24.26321 10.56164 13.95974
H -14.55655 13.02906 10.81053
H -19.61715 12.94987 22.09706
H -17.76568 10.79300 21.90218
H -19.14579 11.54105 4.29586
H -22.11578 12.87327 13.88529
H -13.37133 14.75624 12.98147
H -12.82794 11.33208 8.96908
H -24.56798 10.60018 15.61742
H -35.95947 10.99651 14.42493
H -17.54325 10.71319 23.63411
H -11.86509 13.01673 12.18389
H -34.83770 9.50966 15.91696
H -16.88505 20.56549 4.49854
H -15.60464 17.97501 5.94099
H -12.24144 14.43517 9.84178
H -20.06674 11.02153 23.96909
H -11.65885 12.96266 9.74343
H -13.72518 15.34008 11.37633
H -19.07141 8.60410 24.62005
H -25.36755 12.11608 12.84820
H -18.74554 7.27692 23.52399
H -18.70245 14.67185 4.07549
H -20.17732 12.64527 3.59007
H -34.71474 9.23452 12.50209
H -16.44783 14.74626 2.79353
H -32.58516 13.46848 13.89557
H -34.01353 14.38390 13.49003
H -37.56101 8.34099 15.42115
H -15.83492 13.64557 4.03419
H -23.00260 12.89430 10.05631
H -33.28094 10.59566 14.05212
H -37.31442 5.57903 17.24829

***

No. 6
Computed, not measured: 2 unconnected molecules or ions with the total composition C7H12N3 in a non-equilibrium geometry, with the ωB97M-V functional and the def2-TZVPD basis.

Results
2S+1: 1
Energy above the lowest of the compared OMol25 structures with the same formula, charge and spin: 113.0 kcal per mole
Net charge: +1
Gap between HOMO and LUMO: 9.33 eV

Cartesian coordinates (Å):
N -0.56539 0.88452 -0.76995
N 0.63067 1.01351 0.94546
N 0.99808 -0.07925 1.45472
C -0.42173 1.88890 -1.65295
C -2.02195 0.71403 -3.00213
C 0.31711 -0.86713 2.43514
C 2.10822 -0.76216 0.73992
C -2.15526 -0.24966 -1.98871
C -1.23879 -0.23836 -0.97710
C -1.04141 1.70564 -2.93635
H -0.51760 -0.28133 2.66547
H 1.95446 -1.68523 0.27282
H 2.53771 -0.04088 -0.12044
H 2.76349 -0.93992 1.48404
H 0.33227 2.67318 -1.37371
H 1.16754 -0.95839 3.24409
H -0.02084 -1.88507 2.30762
H -0.95905 2.24282 -3.84844
H -2.60889 0.77647 -3.92301
H -1.15477 -1.11225 -0.35874
H -2.75652 -1.06271 -1.97408
H -0.13488 1.43262 1.45032

***

What is the formula in the first record? C3H6N2O2